No. 1
62
Properties=species:S:1:pos:R:3:mulliken_charge:R:1 method="wB97M-V/def2-TZVPD" gap_ev=6.509 total_charge=+2 lumo_ev=-6.799
Zr -0.1124 -0.2019 0.1823 0.472
C -0.3032 -4.1012 4.0721 -0.855
S 0.6209 -2.6163 4.4837 0.060
C 0.2578 -1.5175 3.1970 0.525
S -0.8918 -1.9287 1.9644 -0.341
N 0.8950 -0.3774 3.2949 -1.611
N 0.5849 0.4698 2.2644 1.239
C 0.7940 1.7173 2.4755 -0.873
C 0.4653 2.6853 1.4280 1.029
C 0.5058 4.0461 1.6795 -0.867
C 0.1489 4.9241 0.6633 -0.496
C -0.2340 4.4106 -0.5622 -0.908
C -0.2443 3.0343 -0.7392 -0.334
N 0.1031 2.1807 0.2266 0.658
H 0.0016 -4.8234 4.8281 0.373
H -0.0317 -4.4861 3.0929 0.313
H -1.3757 -3.9416 4.1401 0.325
H 1.1640 2.0532 3.4401 0.491
H 0.8054 4.4130 2.6511 0.535
H 0.1707 5.9922 0.8311 0.464
H -0.5183 5.0544 -1.3818 0.492
H -0.5300 2.5989 -1.6873 0.518
Se -7.1299 -0.2116 -3.4519 0.350
N -5.4401 -0.2526 -4.0429 -0.833
C -4.6713 -0.0816 -3.0026 1.024
C -3.2140 -0.0537 -3.0829 0.221
C -2.5187 -0.1841 -4.2857 -0.672
C -1.1388 -0.1407 -4.2750 -1.071
C -0.4840 0.0152 -3.0602 -0.432
N -1.1375 0.1460 -1.9049 0.189
C -2.4850 0.1165 -1.9069 -0.084
C -3.1547 0.2901 -0.6126 0.047
N -2.3613 0.4542 0.4661 0.534
C -2.9366 0.6692 1.6497 -0.190
C -4.3154 0.7334 1.8139 -1.021
C -5.1308 0.5290 0.7198 -0.610
C -4.5447 0.3004 -0.5269 0.257
C -5.3261 0.0922 -1.7427 0.968
N -6.6308 0.0629 -1.7553 -0.842
H -3.0716 -0.3177 -5.2059 0.592
H -0.5618 -0.2368 -5.1829 0.491
H 0.5994 0.0260 -3.0107 0.646
H -2.2728 0.7701 2.4989 0.401
H -4.7246 0.9177 2.7963 0.462
H -6.2089 0.5444 0.8082 0.591
Cl 0.6452 -4.2716 -2.6395 -0.170
C 1.8432 -3.1091 -2.2548 0.326
C 3.1319 -3.2213 -2.8344 -0.586
C 4.1078 -2.3124 -2.5497 0.601
Cl 5.6712 -2.4761 -3.2526 -0.200
C 3.8491 -1.2117 -1.6793 -0.334
C 4.7731 -0.2108 -1.3386 -0.566
C 4.3854 0.8143 -0.5090 -1.300
C 3.0726 0.8495 -0.0344 0.040
N 2.1688 -0.0787 -0.3204 0.128
C 2.5598 -1.1196 -1.1245 0.778
C 1.5649 -2.0890 -1.3833 -0.175
O 0.4050 -1.8892 -0.7525 -0.585
H 3.3303 -4.0472 -3.5022 0.498
H 5.7801 -0.2542 -1.7306 0.483
H 5.0732 1.5960 -0.2233 0.465
H 2.7521 1.6620 0.6044 0.370

=====

No. 2
10
Properties=species:S:1:pos:R:3:mulliken_charge:R:1 method="wB97M-V/def2-TZVPD" e_above_lowest_kcal_mol=128.5 gap_ev=9.159 lumo_ev=0.376
C 0.1065 -0.7328 -0.3363 -0.406
C -0.9697 0.2784 -0.0629 0.462
H 1.9106 -0.6676 1.2171 0.244
H 1.4960 1.1826 0.0866 0.312
H 0.2135 -1.3930 -1.2537 0.277
H -0.1568 -1.5378 0.5074 0.244
H -1.2906 1.9100 0.0202 0.365
N 1.5119 -0.2417 -0.0296 -0.692
O -0.4665 1.4794 -0.1561 -0.438
S -2.3550 -0.2774 0.0074 -0.369

=====

No. 3
10
Properties=species:S:1:pos:R:3:mulliken_charge:R:1 method="wB97M-V/def2-TZVPD" e_above_lowest_kcal_mol=34.2 gap_ev=11.415 lumo_ev=0.896
C 0.0396 0.1669 2.6927 0.290
C -0.0865 -0.0584 1.5181 -0.435
C -0.2803 -0.3735 0.1051 -0.611
O 0.4548 0.5732 -0.6873 -0.244
C 0.3461 0.3816 -2.0061 0.146
O -0.2964 -0.4885 -2.5331 -0.485
H 0.1540 0.3667 3.7360 0.408
H -1.3401 -0.3278 -0.1667 0.285
H 0.0740 -1.3833 -0.1226 0.283
H 0.9349 1.1431 -2.5361 0.363

=====

No. 4
114
Properties=species:S:1:pos:R:3:mulliken_charge:R:1 method="wB97M-V/def2-TZVPD" e_above_lowest_kcal_mol=142.1 gap_ev=8.314 lumo_ev=0.502
Y 11.7788 15.6224 11.3454 0.369
C 10.8765 10.8135 8.9542 -0.934
C 11.9405 11.5575 8.5633 -0.425
N 12.4359 12.4185 9.5574 -0.388
N 11.6941 12.1154 10.7965 1.210
C 10.6023 11.0781 10.3859 -0.154
B 12.4084 12.1098 12.2091 0.412
N 11.1666 12.9659 12.7635 1.757
C 10.2043 12.3148 13.6162 -0.746
C 9.6482 13.2258 14.3960 -1.075
C 10.3881 14.4996 14.2117 -0.519
N 11.4812 14.2730 13.3672 -0.906
N 13.7589 12.7954 12.1266 0.218
C 14.9528 12.2096 12.3297 0.064
C 15.8995 13.1178 11.9655 -1.455
C 15.1740 14.3104 11.6949 -0.180
N 13.8769 14.1119 11.7313 -0.438
N 12.4700 10.5686 12.5320 1.755
C 12.8356 9.5536 11.7171 -0.624
C 12.7421 8.4390 12.4909 -0.745
C 12.3357 8.8501 13.7186 -0.522
N 12.2169 10.1619 13.7453 -1.276
H 10.3518 10.0913 8.3528 0.498
H 12.4562 11.5532 7.5917 0.517
H 10.3837 10.1581 10.9604 0.454
H 10.0046 11.2688 13.4924 0.633
H 8.8953 13.0992 15.1648 0.559
H 10.6805 14.9063 15.1804 0.658
H 15.0969 11.2957 12.8759 0.437
H 16.9468 13.1335 12.1932 0.368
H 15.5060 15.3462 11.3961 0.321
H 13.3388 9.6848 10.7928 0.545
H 12.7684 7.3521 12.2341 0.338
H 12.2761 8.1554 14.5617 0.388
O 12.1143 15.3664 9.1928 -1.030
C 13.0763 15.9611 8.4726 -0.626
C 13.6692 17.1758 9.1114 0.146
C 14.3147 18.2810 8.4738 -1.116
C 14.8109 19.3217 9.1791 -0.415
C 14.4589 19.3949 10.5598 -0.569
C 13.7401 18.3697 11.0499 -0.922
N 13.3697 17.2743 10.4083 0.871
H 12.2585 13.3986 9.2523 0.046
H 12.7298 16.2966 7.4450 0.336
H 13.8746 15.2558 8.2645 0.416
H 14.3869 18.2429 7.3958 0.516
H 15.3687 20.0423 8.5994 0.409
H 14.5996 20.3297 11.0968 0.444
H 13.4530 18.4251 12.0792 0.515
C 6.3972 20.3842 14.2603 -1.715
C 6.7637 19.2290 13.2807 0.971
C 5.4930 18.8571 12.5381 -1.772
O 7.7972 19.4714 12.3394 -0.343
C 8.8498 18.5757 12.5532 -0.739
C 8.1995 17.4129 13.3586 -1.430
O 7.1774 18.0963 14.0276 -0.373
C 8.9397 16.5670 14.3792 1.567
O 9.5188 15.5576 13.5308 0.378
C 7.9454 15.8299 15.2367 0.728
C 8.0935 15.6130 16.6006 -0.584
C 7.1265 14.8337 17.2675 -1.181
C 6.1218 14.2390 16.6206 -0.518
C 5.9897 14.3084 15.2317 -0.934
C 6.9457 15.0802 14.5567 0.193
C 9.9397 17.4604 15.1299 -0.364
C 11.3070 17.4550 14.9364 0.667
C 12.1356 18.4104 15.5335 -0.943
C 11.6508 19.3387 16.4123 -0.798
C 10.2881 19.2961 16.6725 -1.167
C 9.4562 18.3991 16.0504 -0.124
C 9.4759 18.0772 11.1837 2.436
O 10.5471 17.2973 11.6200 0.961
C 8.4616 17.3184 10.3812 -0.694
C 7.3647 18.0056 9.8836 -0.721
C 6.4280 17.4099 9.0574 -1.104
C 6.5622 16.0724 8.7838 -0.613
C 7.6026 15.3037 9.3019 -1.289
C 8.5794 15.9578 10.0360 0.686
C 10.0526 19.2573 10.3934 -0.301
C 10.1141 20.5408 10.9028 -0.278
C 10.7330 21.5194 10.1085 -0.776
C 11.2322 21.2457 8.8236 -0.754
C 11.1643 19.9268 8.3397 -0.893
C 10.6287 18.9445 9.1773 -0.293
H 6.2429 21.3419 13.7651 0.379
H 7.3110 20.4640 14.8482 0.436
H 5.5992 20.0185 14.9276 0.339
H 5.0378 19.7403 12.1478 0.450
H 4.8147 18.4029 13.1892 0.430
H 5.6617 18.1226 11.7099 0.272
H 9.6774 19.1005 13.1207 1.437
H 7.7841 16.6581 12.6704 0.534
H 8.9492 15.9509 17.0583 0.730
H 7.2958 14.7262 18.3136 0.440
H 5.4005 13.6493 17.1596 0.389
H 5.2877 13.7021 14.6906 0.487
H 6.6453 15.3944 13.5032 -0.196
H 11.7213 16.6817 14.3233 0.282
H 13.2234 18.3323 15.4306 0.423
H 12.2459 20.0868 16.9000 0.434
H 9.9173 20.1305 17.2525 0.330
H 8.3819 18.4802 16.2594 0.645
H 7.2726 19.0420 10.2150 0.562
H 5.5912 17.9344 8.6890 0.517
H 5.8406 15.5525 8.0963 0.305
H 7.7576 14.2824 9.0931 0.631
H 9.5132 15.5152 10.3517 0.632
H 9.7244 20.8561 11.9072 0.234
H 10.8298 22.5820 10.3816 0.358
H 11.6302 22.0862 8.3048 0.457
H 11.6538 19.6949 7.3805 0.401
H 10.5321 17.9678 8.8313 0.582
S 9.2543 12.3534 10.6897 -0.349
C 10.7653 13.2180 11.2847 -0.596

=====

No. 5
45
Properties=species:S:1:pos:R:3:mulliken_charge:R:1 method="wB97M-V/def2-TZVPD" gap_ev=7.621 lumo_ev=-0.988
O 0.5270 4.3885 1.0850 -0.606
C 0.0326 3.5538 0.2487 0.462
O -1.3163 3.6005 -0.0475 -0.338
C -2.2170 3.3518 1.1047 -0.955
C -2.4144 1.8031 1.1947 0.702
S -3.1986 0.6903 0.0357 -0.204
C -2.6801 -0.6687 1.0733 -0.070
C -2.8835 -1.9789 0.8184 0.175
C -2.3544 -2.9861 1.6236 -0.585
C -1.6322 -2.5730 2.7131 -0.403
C -1.5006 -1.2276 3.0351 -0.639
C -2.0603 -0.2851 2.1718 0.852
C -1.9593 1.1818 2.3501 -0.465
Cl -1.0280 1.9378 3.6131 -0.204
C 0.9982 2.6931 -0.4539 0.388
N 0.6249 1.6714 -1.2525 -0.843
N 1.4354 0.5805 -1.5200 0.817
C 0.6779 -0.6363 -1.8023 -0.417
C 1.2330 -1.5676 -2.9355 -0.675
C 1.3703 -2.8826 -2.2493 -0.785
S 0.0346 -2.9878 -1.0989 1.267
O -1.2501 -3.1575 -1.8229 -0.691
O 0.1999 -4.0375 -0.1688 -0.720
C 0.3455 -1.3091 -0.4492 0.452
C 2.8124 0.7920 -1.4523 0.598
O 3.6717 -0.1280 -1.6139 -0.648
C 3.3774 2.0974 -1.0244 -0.598
C 2.4352 2.7347 0.0156 -0.524
H -1.9599 3.8327 2.0482 0.433
H -3.1977 3.7873 0.9722 0.415
H -3.3343 -2.3648 -0.1057 0.245
H -2.4966 -4.0896 1.3670 0.281
H -1.0983 -3.3769 3.3139 0.276
H -0.8962 -0.8139 3.8396 0.357
H -0.2826 -0.3744 -2.2509 0.212
H 0.5060 -1.6743 -3.7329 0.361
H 2.2021 -1.2743 -3.2855 0.336
H 1.3923 -3.7524 -2.9187 0.448
H 2.2839 -2.8725 -1.6913 0.402
H 1.1750 -1.4015 0.3022 0.306
H -0.4399 -0.8564 0.1511 -0.642
H 4.3458 2.0094 -0.5140 0.296
H 3.3095 2.7280 -1.8892 0.307
H 2.7412 3.7604 0.2921 0.358
H 2.4687 2.0823 0.9099 0.262